Entry 1:
DFT (ωB97M-V with the def2-TZVPD basis set) results for a structure of composition C9H13FeO4P.

Properties
2S+1: 5
E_HOMO (alpha / beta), eV: -12.189 / -17.308
Orbital gap (alpha / beta), eV: 3.705 / 4.418
Charge: +2
Expectation value of S²: 6.0393
Maximum force, hartree/bohr: 0.14834

Element x y z (Å)
Fe -0.092 -0.003 -0.118
P -0.068 -0.195 2.005
O -2.985 0.506 -0.546
O 2.814 0.337 -0.638
O 0.234 2.913 -0.200
O -0.100 -2.889 -0.824
C 1.632 -0.661 2.576
C -1.846 0.255 -0.424
C 1.672 0.177 -0.467
C -0.571 1.365 2.874
C -0.142 -1.748 -0.584
C 0.018 -0.325 -5.470
C 0.081 1.009 -5.412
C 0.098 1.772 -0.097
C -1.050 -1.455 2.898
H -2.136 -1.269 2.787
H -1.620 1.550 2.611
H 1.575 -0.780 3.666
H 1.870 -1.615 2.088
H 1.032 1.541 -5.430
H 2.373 0.093 2.269
H -0.799 -2.472 2.528
H -0.458 1.181 3.949
H -0.932 -0.852 -5.557
H 0.914 -0.941 -5.536
H 0.036 2.214 2.531
H -0.814 1.629 -5.450
H -0.737 -1.336 3.968

Cartesian forces (eV/Å) of the 6 atoms listed first:
-1.7 -0.6 -0.8
0.2 0.1 3.6
4.7 -1.4 0.6
-1.9 0.5 0.4
-1.0 -1.1 0.3
0.0 4.3 0.8

Entry 2:
DFT (ωB97M-V with the def2-TZVPD basis set) results for a structure of composition C9H13GaO5P.

Properties
E_HOMO, eV: -20.542
Orbital gap, eV: 6.661
Charge: +3
Maximum force, hartree/bohr: 0.18848

Element x y z (Å)
Ga 0.000 0.000 -1.529
P 0.114 -0.422 1.956
O -0.006 3.048 -1.324
O 0.006 -3.048 -1.324
O -3.058 -0.005 -1.542
O 0.000 0.000 0.471
O 3.058 0.006 -1.542
C 1.905 0.004 -1.552
C -0.003 1.900 -1.423
C -0.001 0.691 -3.745
C -1.905 -0.003 -1.552
C -1.645 0.012 2.214
C 1.415 0.839 2.214
C 0.249 -0.920 3.712
C 0.004 -1.899 -1.422
C 0.001 -0.691 -3.745
H 0.922 -1.241 -3.905
H 0.249 -0.048 4.331
H 0.918 1.244 -3.905
H 2.242 0.636 1.567
H 1.743 0.810 3.233
H 1.020 1.809 1.994
H -2.256 -0.845 2.018
H -0.583 -1.542 3.971
H -0.922 1.240 -3.904
H -1.918 0.805 1.550
H 1.159 -1.463 3.860
H -0.918 -1.244 -3.904
H -1.789 0.328 3.226

Cartesian forces (eV/Å) of the 6 atoms listed first:
0.1 -0.2 1.4
-1.8 6.5 3.6
0.0 -5.2 -0.5
0.0 5.1 -0.4
5.3 0.0 0.0
0.8 -2.6 -5.1

Entry 3:
DFT (ωB97M-V with the def2-TZVPD basis set) results for a cluster of 2 separate species, C9H13IN2O4 in total.

Properties
E_HOMO, eV: -10.297
Orbital gap, eV: 9.689
Charge: 0
Structure (SMILES): C[C@@H](O)CO[C@H](C#N)[C@@H](C#N)CC(=O)I.O
Maximum force, hartree/bohr: 0.24527

Element x y z (Å)
I 1.917 -1.535 4.049
O -1.212 -2.457 -3.992
O 0.035 0.464 0.490
O 2.680 -1.815 1.112
O 1.183 4.074 -0.116
N 1.487 -2.937 -2.240
N -3.603 -0.180 0.292
C -0.699 -0.491 -0.340
C 1.603 -1.969 1.882
C 0.112 -2.457 1.436
C -0.361 3.223 1.702
C -0.351 -2.072 -0.082
C -2.311 -0.311 0.072
C 0.643 1.559 -0.269
C 0.113 3.062 0.141
C 0.672 -2.577 -1.274
H -0.240 2.264 2.362
H 0.098 -3.647 1.506
H 0.319 4.068 2.189
H 1.807 1.545 -0.004
H -0.704 -2.092 2.214
H -0.656 -0.311 -1.494
H -0.818 -2.097 -4.801
H 1.792 3.653 -0.791
H -0.789 3.356 -0.558
H -1.371 -2.664 -0.276
H 0.581 1.476 -1.432
H -0.450 -2.752 -3.471
H -1.478 3.621 1.694

Cartesian forces (eV/Å) of the 6 atoms listed first:
-0.5 -0.4 -1.4
0.3 0.2 -0.1
-0.6 -0.9 -2.8
-7.6 -1.2 4.7
-0.3 -2.6 -0.8
-7.9 3.4 9.1

Entry 4:
DFT (ωB97M-V with the def2-TZVPD basis set) results for an isolated molecule of C9H13N.

Properties
E_HOMO, eV: -8.807
Orbital gap, eV: 9.429
Charge: 0
Structure (SMILES): C/C=C(/C)CC/C=C\C#N
Maximum force, hartree/bohr: 0.07415

Element x y z (Å)
N -2.694 -1.751 -0.173
C 1.966 -2.017 -0.745
C 0.744 0.952 -0.732
C 0.966 0.017 0.465
C 0.298 0.577 1.764
C -0.669 0.774 -1.265
C 1.427 -1.245 0.451
C -1.565 1.450 -0.255
C -2.591 -0.663 0.138
C -2.541 0.755 0.371
H 1.743 -1.563 -1.679
H 0.952 0.355 2.609
H 0.008 1.539 1.555
H 3.022 -1.980 -0.682
H -0.790 1.278 -2.331
H -1.473 2.581 -0.008
H -0.947 -0.303 -1.351
H -0.582 0.004 1.940
H -3.156 1.239 1.140
H 1.778 -3.040 -0.644
H 0.985 2.092 -0.445
H 1.489 0.735 -1.584
H 1.631 -1.784 1.462

Cartesian forces (eV/Å) of the 6 atoms listed first:
0.0 -1.9 -0.2
0.1 1.8 1.5
2.6 0.5 -1.0
-0.8 0.0 0.8
2.0 -3.1 -0.8
-0.5 1.5 -1.3